{
  "formula": "C4H12N4",
  "method": "ωB97M-V with the def2-TZVPD basis set",
  "symbols": ["C", "C", "C", "H", "H", "H", "H", "H", "H", "C", "N", "N", "N", "N", "H", "H", "H", "H", "H", "H"],
  "coordinates": [[-2.593, 0.135, -0.512], [-1.248, -0.476, -0.771], [-0.851, -0.810, -2.024], [-0.809, -1.073, 0.071], [-3.298, -0.591, -0.096], [-3.039, 0.584, -1.404], [-2.492, 0.954, 0.208], [-1.033, -0.293, -2.960], [-0.279, -1.719, -2.191], [1.354, -0.165, 1.039], [0.702, 1.892, 0.323], [1.449, -1.091, 2.022], [2.350, -0.191, 0.122], [0.407, 0.761, 1.056], [0.445, 1.694, -0.649], [0.086, 2.640, 0.644], [2.339, -1.533, 2.189], [0.813, -0.914, 2.789], [3.243, -0.537, 0.434], [2.453, 0.732, -0.290]],
  "nbo_charge": [-0.652, -0.164, -0.430, 0.207, 0.222, 0.206, 0.212, 0.186, 0.192, 0.559, -0.701, -0.824, -0.823, -0.457, 0.339, 0.361, 0.389, 0.407, 0.371, 0.400],
  "orbital_gap_ev": 8.51,
  "largest_force_ev_per_a": 3.86,
  "e_above_lowest_ev": 2.426,
  "homo_energy_ev": -7.600,
  "total_energy_ha": -378.54909,
  "smiles": "NN=C(N)N.C=CC"
}



{
  "formula": "C4H12N4",
  "method": "ωB97M-V with the def2-TZVPD basis set",
  "symbols": ["C", "C", "C", "C", "N", "N", "N", "N", "H", "H", "H", "H", "H", "H", "H", "H", "H", "H", "H", "H"],
  "coordinates": [[-2.462, 0.523, 0.157], [2.474, 1.152, 0.489], [1.820, -0.865, -0.914], [-1.683, -1.785, 0.269], [0.320, 0.454, 0.456], [1.403, 0.110, -0.015], [-1.995, 1.755, -0.002], [-1.614, -0.469, -0.008], [-3.591, 0.306, 0.154], [2.971, 0.885, 1.433], [3.150, 1.290, -0.291], [1.885, 2.021, 0.489], [1.490, -0.767, -1.960], [2.839, -0.874, -0.977], [1.376, -1.811, -0.725], [-1.197, -1.951, 1.281], [-0.935, -2.211, -0.439], [-2.680, -2.285, 0.453], [-2.539, 2.576, 0.011], [-1.031, 1.946, 0.138]],
  "nbo_charge": [0.336, -0.383, -0.494, -0.489, 0.187, 0.014, -0.640, -0.172, 0.293, 0.291, 0.255, 0.238, 0.315, 0.273, 0.279, 0.277, 0.232, 0.323, 0.449, 0.415],
  "orbital_gap_ev": [8.18, 7.60],
  "largest_force_ev_per_a": 4.53,
  "e_above_lowest_ev": 6.291,
  "charge": 2,
  "homo_energy_ev": [-18.828, -18.645],
  "total_energy_ha": -377.76858
}